Entry 1:
{"formula": "C35H28As2Cl2NOS4SbTc", "method": "ωB97M-V/def2-TZVPD", "symbols": ["Tc", "Cl", "C", "C", "C", "Cl", "C", "C", "C", "C", "N", "C", "C", "O", "H", "H", "H", "H", "C", "C", "As", "C", "C", "C", "C", "C", "C", "C", "C", "C", "C", "C", "C", "As", "C", "C", "C", "C", "C", "C", "C", "C", "C", "C", "C", "C", "H", "H", "H", "H", "H", "H", "H", "H", "H", "H", "H", "H", "H", "H", "H", "H", "H", "H", "H", "H", "H", "H", "H", "H", "S", "Sb", "S", "S", "S"], "positions_angstrom": [[1.4923, 1.5384, 0.2565], [3.8260, -2.8144, 0.7002], [3.4038, -1.7442, 1.9633], [3.7819, -2.0228, 3.2902], [3.4571, -1.1615, 4.3110], [3.9504, -1.5139, 5.9038], [2.7129, 0.0323, 4.0513], [2.3396, 0.9994, 4.9962], [1.6308, 2.1146, 4.5893], [1.2698, 2.2553, 3.2560], [1.6229, 1.3598, 2.3270], [2.3465, 0.2687, 2.7193], [2.6994, -0.5932, 1.6784], [2.3064, -0.2018, 0.4588], [4.3451, -2.9212, 3.5017], [2.6115, 0.8709, 6.0362], [1.3424, 2.8790, 5.2964], [0.6957, 3.1076, 2.9162], [-0.7556, -1.5187, -0.3565], [-1.6146, -0.4611, 0.3379], [-1.0584, 1.4187, 0.5550], [-1.8271, 1.8078, 2.2741], [-1.4640, 0.9699, 3.3319], [-2.0557, 1.1274, 4.5742], [-3.0065, 2.1228, 4.7670], [-3.3719, 2.9489, 3.7155], [-2.7900, 2.7939, 2.4637], [-1.9126, 2.5391, -0.7506], [-1.9672, 3.9194, -0.5247], [-2.5635, 4.7499, -1.4629], [-3.0965, 4.2109, -2.6291], [-3.0362, 2.8436, -2.8551], [-2.4464, 2.0034, -1.9172], [-0.9998, -1.7269, -2.3179], [0.8271, -1.5398, -2.9770], [1.7268, -0.5213, -2.4034], [2.9538, -0.1827, -3.1407], [3.3052, -0.8852, -4.2417], [2.4537, -1.9233, -4.6963], [1.2475, -2.2460, -4.0848], [-1.1433, -3.6399, -2.4968], [-2.1396, -4.1481, -3.3227], [-2.2635, -5.5240, -3.4830], [-1.3984, -6.3796, -2.8216], [-0.4018, -5.8713, -1.9933], [-0.2709, -4.5032, -1.8296], [-1.0962, -2.4897, 0.0111], [0.2960, -1.4392, -0.0763], [-1.7500, -0.7593, 1.3777], [-2.6223, -0.3960, -0.0820], [-0.7272, 0.1835, 3.1991], [-1.7840, 0.4676, 5.3875], [-3.4737, 2.2426, 5.7352], [-4.1266, 3.7100, 3.8607], [-3.1252, 3.4233, 1.6518], [-1.5847, 4.3512, 0.3934], [-2.6320, 5.8135, -1.2739], [-3.5728, 4.8582, -3.3536], [-3.4626, 2.4227, -3.7559], [-2.4081, 0.9390, -2.1114], [2.0942, -0.9708, -1.4502], [3.5889, 0.5998, -2.7421], [4.2240, -0.6735, -4.7707], [2.7554, -2.4862, -5.5731], [0.6311, -3.0349, -4.4976], [-2.8224, -3.4832, -3.8376], [-3.0392, -5.9228, -4.1225], [-1.4986, -7.4493, -2.9474], [0.2701, -6.5451, -1.4786], [0.5111, -4.1171, -1.1832], [1.1096, 3.9461, -0.1930], [0.8127, 4.0094, -2.8909], [2.9682, 3.1271, -0.1553], [0.7574, 0.9096, -1.7918], [2.9413, 3.9260, -3.2953]], "forces_ev_per_angstrom": [[0.330, -0.212, -0.159], [-0.007, 0.013, 0.026], [0.012, -0.054, -0.019], [-0.018, 0.039, 0.011], [-0.005, -0.013, -0.038], [-0.001, 0.000, 0.017], [0.024, -0.040, 0.004], [0.004, 0.014, 0.008], [-0.002, -0.011, -0.013], [0.023, 0.018, 0.024], [0.038, 0.066, 0.057], [-0.021, 0.027, -0.004], [-0.034, 0.086, 0.152], [-0.129, 0.060, -0.212], [0.001, -0.003, -0.009], [-0.002, -0.004, -0.001], [0.000, 0.001, -0.001], [0.002, -0.002, 0.010], [-0.003, -0.073, 0.036], [-0.026, -0.063, -0.036], [0.027, 0.075, -0.036], [0.080, -0.044, 0.029], [-0.031, 0.025, 0.078], [0.027, -0.009, -0.043], [-0.008, 0.001, 0.015], [-0.016, 0.013, 0.004], [-0.030, 0.005, -0.009], [-0.017, 0.072, 0.058], [-0.026, -0.031, 0.000], [0.000, 0.010, -0.014], [-0.019, 0.018, 0.004], [-0.005, -0.004, -0.015], [0.011, -0.001, -0.049], [0.039, 0.105, -0.123], [-0.081, 0.052, 0.079], [-0.017, -0.078, 0.097], [0.010, -0.024, -0.065], [-0.002, 0.049, 0.054], [0.021, -0.036, -0.046], [0.019, 0.026, 0.019], [0.049, -0.063, 0.066], [-0.002, -0.017, 0.009], [-0.028, 0.031, -0.028], [0.019, -0.015, 0.016], [-0.006, 0.000, -0.004], [-0.025, -0.021, -0.019], [0.022, 0.020, 0.059], [0.002, 0.002, -0.039], [-0.022, 0.024, 0.026], [0.020, 0.016, -0.046], [-0.022, -0.008, -0.027], [-0.009, 0.005, 0.007], [0.002, 0.004, 0.000], [0.000, -0.003, -0.001], [0.013, -0.026, 0.004], [0.012, -0.004, -0.014], [0.004, -0.001, -0.001], [-0.003, -0.001, 0.002], [-0.004, 0.001, -0.001], [-0.021, -0.018, 0.013], [0.027, -0.023, -0.028], [-0.013, 0.003, 0.015], [-0.006, -0.005, -0.007], [-0.003, 0.003, 0.003], [-0.006, -0.005, 0.007], [-0.002, 0.003, -0.003], [0.001, 0.001, 0.001], [0.002, 0.001, 0.003], [-0.003, 0.000, -0.002], [-0.004, 0.014, -0.006], [-0.077, -0.118, 0.024], [-0.065, -0.017, 0.001], [-0.139, -0.051, 0.067], [0.098, 0.193, 0.031], [0.018, -0.001, -0.018]], "lowdin_charge": [0.68, 0.81, -0.55, -0.07, -0.57, 0.84, -0.14, 0.06, 0.01, -0.10, -0.07, -0.16, -0.34, -0.29, 0.13, 0.12, 0.14, 0.12, -0.42, -0.36, 1.25, -0.37, -0.15, -0.05, -0.03, -0.03, -0.08, -0.44, -0.22, -0.07, -0.05, -0.05, -0.13, 1.34, -0.34, -0.61, -0.03, -0.01, 0.07, -0.05, -0.45, -0.11, -0.05, -0.04, -0.06, -0.12, 0.08, 0.04, 0.07, 0.09, 0.10, 0.12, 0.13, 0.13, 0.10, 0.08, 0.13, 0.13, 0.12, 0.06, 0.12, 0.12, 0.14, 0.14, 0.13, 0.10, 0.12, 0.12, 0.12, 0.10, 0.00, 0.77, 0.20, 0.54, -0.03], "gap_ev": 5.44, "multiplicity": 1, "e_lumo_ev": -10.50, "total_charge": 3, "e_above_lowest_ev": 0.000}

=====

Entry 2:
{"formula": "C35H28BiF5N4OPSe", "method": "ωB97M-V/def2-TZVPD", "symbols": ["Bi", "N", "C", "C", "C", "C", "C", "C", "P", "C", "C", "C", "C", "C", "C", "C", "C", "C", "C", "C", "C", "H", "H", "H", "H", "H", "H", "H", "H", "H", "H", "H", "H", "H", "H", "H", "H", "Se", "C", "C", "C", "C", "C", "C", "H", "H", "H", "H", "H", "C", "N", "C", "C", "C", "N", "C", "O", "N", "H", "H", "H", "H", "H", "H", "H", "F", "C", "C", "C", "F", "C", "F", "C", "F", "C", "F"], "positions_angstrom": [[0.5562, 1.2153, 0.5147], [0.8790, -0.0783, 2.9803], [-0.2067, -0.8693, 3.4018], [-0.5080, -0.9976, 4.7551], [-1.5951, -1.7470, 5.1640], [-2.4062, -2.3867, 4.2309], [-2.1362, -2.2332, 2.8845], [-1.0447, -1.4693, 2.4555], [-0.8289, -1.1006, 0.7054], [0.1970, -2.3586, -0.0656], [0.4328, -2.2901, -1.4399], [1.2671, -3.2176, -2.0421], [1.8718, -4.2078, -1.2755], [1.6453, -4.2695, 0.0920], [0.8094, -3.3440, 0.7009], [-2.4754, -1.1833, -0.0330], [-3.4152, -0.2238, 0.3444], [-4.7059, -0.2916, -0.1499], [-5.0687, -1.3147, -1.0173], [-4.1404, -2.2769, -1.3851], [-2.8427, -2.2162, -0.8941], [1.5455, -0.5304, 2.3529], [1.3758, 0.3570, 3.7447], [0.1249, -0.5101, 5.4878], [-1.8096, -1.8396, 6.2211], [-3.2507, -2.9822, 4.5503], [-2.7870, -2.6957, 2.1531], [-0.0326, -1.5130, -2.0376], [1.4404, -3.1733, -3.1098], [2.5174, -4.9366, -1.7493], [2.1158, -5.0418, 0.6871], [0.6269, -3.3957, 1.7679], [-3.1368, 0.5743, 1.0239], [-5.4287, 0.4610, 0.1373], [-6.0784, -1.3638, -1.4038], [-4.4220, -3.0812, -2.0522], [-2.1302, -2.9794, -1.1770], [-1.2160, 2.6216, 1.8858], [-2.0267, 3.7178, 0.5326], [-3.4111, 3.8376, 0.5507], [-4.0488, 4.6155, -0.4081], [-3.3122, 5.2652, -1.3873], [-1.9284, 5.1534, -1.3961], [-1.2835, 4.3891, -0.4337], [-3.9899, 3.3232, 1.3081], [-5.1277, 4.7043, -0.3916], [-3.8135, 5.8643, -2.1364], [-1.3451, 5.6690, -2.1490], [-0.2012, 4.3300, -0.4389], [4.9691, -2.1270, -0.3110], [4.9173, -0.6995, 0.0194], [5.9729, 0.1142, -0.2287], [5.9559, 1.4217, 0.0924], [4.7690, 1.9026, 0.7239], [3.7257, 1.1231, 0.9488], [3.7571, -0.1836, 0.5890], [2.7807, -0.9302, 0.7304], [4.6767, 3.1903, 1.0976], [5.9901, -2.4814, -0.1919], [4.6344, -2.2984, -1.3334], [4.3093, -2.6609, 0.3625], [6.8252, -0.3501, -0.7062], [6.7980, 2.0623, -0.1205], [5.4639, 3.8083, 1.0238], [3.8807, 3.4850, 1.6360], [2.1309, 0.8323, -2.0764], [0.8662, 0.9375, -2.5525], [-0.1592, 1.2582, -1.6863], [-1.4244, 1.3371, -2.2379], [-2.4815, 1.6632, -1.4862], [-1.6635, 1.0944, -3.5773], [-2.8929, 1.1757, -4.0794], [-0.6051, 0.7640, -4.4083], [-0.8212, 0.5263, -5.6960], [0.6776, 0.6867, -3.8966], [1.6960, 0.3684, -4.6953]], "forces_ev_per_angstrom": [[-0.108, 0.082, -0.294], [0.085, -0.041, -0.051], [0.034, 0.091, -0.007], [0.019, -0.028, 0.058], [-0.020, -0.026, -0.022], [0.048, 0.031, -0.024], [0.029, -0.020, 0.013], [-0.083, 0.033, -0.074], [-0.094, 0.030, 0.062], [0.024, -0.095, -0.003], [0.078, -0.007, 0.007], [-0.014, 0.006, 0.020], [-0.004, 0.016, 0.009], [0.005, 0.015, -0.012], [-0.052, -0.058, -0.033], [0.028, -0.062, 0.033], [-0.026, -0.005, 0.091], [-0.012, 0.001, -0.003], [0.013, 0.024, 0.021], [0.064, -0.001, -0.001], [-0.016, 0.011, -0.035], [0.097, -0.216, 0.166], [0.007, 0.016, 0.029], [-0.008, -0.020, -0.011], [0.003, 0.004, -0.023], [0.022, 0.021, 0.001], [0.004, 0.024, -0.025], [-0.031, -0.075, 0.019], [0.004, 0.008, 0.011], [-0.010, 0.007, 0.004], [-0.018, 0.005, -0.010], [0.015, -0.001, -0.026], [0.015, -0.017, -0.030], [0.004, -0.018, -0.001], [0.009, 0.006, 0.004], [0.002, 0.018, 0.011], [0.024, 0.011, 0.002], [-0.005, 0.080, -0.023], [-0.028, 0.022, -0.055], [-0.002, 0.064, -0.091], [0.003, -0.049, 0.052], [0.005, -0.003, 0.001], [0.004, -0.036, 0.028], [-0.026, 0.020, 0.054], [0.004, -0.001, -0.021], [0.017, 0.008, 0.003], [0.011, -0.014, 0.014], [-0.013, -0.010, 0.016], [-0.005, -0.018, 0.030], [0.014, 0.140, -0.054], [0.093, -0.075, 0.050], [0.005, -0.155, -0.072], [-0.035, 0.138, 0.002], [0.020, -0.065, -0.055], [0.129, 0.028, 0.135], [-0.176, 0.033, -0.140], [-0.076, 0.110, 0.238], [0.027, -0.009, 0.025], [0.013, 0.020, -0.015], [-0.029, 0.017, -0.007], [-0.020, -0.015, 0.035], [0.005, -0.021, 0.030], [-0.017, -0.015, 0.033], [0.002, -0.001, -0.005], [-0.013, -0.003, -0.021], [-0.004, -0.017, 0.017], [0.066, 0.050, 0.002], [-0.095, -0.034, 0.115], [-0.044, 0.095, 0.101], [0.080, -0.035, -0.057], [-0.064, -0.002, -0.113], [0.019, -0.005, 0.011], [-0.079, -0.021, -0.127], [0.010, 0.014, 0.051], [0.065, -0.003, -0.093], [0.005, 0.000, 0.026]], "lowdin_charge": [1.39, 0.01, -0.33, -0.02, -0.05, -0.06, -0.06, -0.31, 0.99, -0.38, -0.10, -0.06, -0.07, -0.07, -0.08, -0.36, -0.11, -0.06, -0.06, -0.06, -0.07, 0.03, 0.11, 0.12, 0.11, 0.11, 0.11, 0.10, 0.11, 0.11, 0.11, 0.11, 0.07, 0.11, 0.11, 0.11, 0.10, 0.58, -0.66, -0.15, -0.07, -0.08, -0.08, -0.16, 0.10, 0.11, 0.11, 0.11, 0.09, 0.01, -0.03, -0.03, 0.01, -0.38, 0.13, -0.52, -0.06, 0.17, 0.10, 0.10, 0.08, 0.14, 0.11, 0.11, 0.11, 0.03, -0.30, -0.26, -0.25, 0.09, -0.14, 0.14, -0.13, 0.15, -0.15, 0.13], "gap_ev": 7.71, "multiplicity": 1, "e_lumo_ev": -2.78, "total_charge": 1, "e_above_lowest_ev": 0.118}

=====

Entry 3:
{"formula": "C35H28Cl4N5O6SSn", "method": "ωB97M-V/def2-TZVPD", "symbols": ["Sn", "C", "C", "C", "C", "C", "C", "N", "C", "C", "C", "C", "C", "N", "C", "C", "C", "C", "C", "C", "N", "H", "H", "H", "H", "H", "H", "H", "H", "H", "H", "H", "H", "H", "H", "H", "C", "C", "C", "C", "C", "C", "C", "S", "O", "O", "N", "C", "C", "O", "O", "H", "H", "H", "H", "H", "H", "H", "H", "H", "Cl", "C", "Cl", "Cl", "C", "N", "Cl", "C", "C", "C", "C", "C", "C", "C", "O", "O", "H", "H", "H", "H"], "positions_angstrom": [[0.1707, 0.0631, -0.1998], [1.1092, -2.1288, -3.1171], [-0.2915, -1.6361, -3.3269], [-0.7408, -1.2698, -4.5941], [-2.0325, -0.8046, -4.7352], [-2.8485, -0.7103, -3.6197], [-2.3249, -1.0734, -2.3871], [-1.0771, -1.5308, -2.2552], [-3.0981, -0.8773, -1.1184], [-4.4427, -0.5238, -1.1327], [-5.0564, -0.1954, 0.0612], [-4.3292, -0.2525, 1.2349], [-3.0050, -0.6764, 1.1749], [-2.4125, -0.9770, 0.0204], [-2.1722, -0.8207, 2.4095], [-2.5061, -0.1807, 3.5952], [-1.6899, -0.3710, 4.6984], [-0.5957, -1.2046, 4.5890], [-0.3244, -1.7997, 3.3586], [0.8558, -2.7113, 3.1840], [-1.0967, -1.6005, 2.2966], [1.3628, -2.8937, -3.8535], [1.8142, -1.2996, -3.2242], [1.2118, -2.5411, -2.1153], [-0.0677, -1.3291, -5.4394], [-2.4006, -0.4922, -5.7046], [-3.8469, -0.3120, -3.7114], [-4.9950, -0.4679, -2.0577], [-6.0892, 0.1283, 0.0722], [-4.7873, 0.0111, 2.1766], [-3.3481, 0.4934, 3.6527], [-1.9041, 0.1399, 5.6283], [0.0587, -1.3837, 5.4328], [0.8238, -3.5254, 3.9114], [0.8549, -3.1245, 2.1781], [1.7893, -2.1682, 3.3335], [3.6474, 6.6001, -0.1726], [2.8310, 5.5457, 0.5236], [1.8196, 5.8840, 1.4119], [1.0489, 4.9038, 2.0312], [1.2959, 3.5701, 1.7591], [2.2982, 3.2130, 0.8604], [3.0623, 4.1944, 0.2614], [0.2510, 2.2933, 2.4267], [-0.5731, 2.9346, 3.4282], [1.1321, 1.2251, 2.8599], [-0.5697, 1.7535, 1.1996], [-1.5859, 2.6397, 0.6597], [-2.0491, 2.1136, -0.6957], [-3.0979, 2.5139, -1.1759], [-1.2469, 1.2736, -1.2681], [3.4111, 7.5958, 0.2022], [3.4528, 6.5893, -1.2472], [4.7155, 6.4246, -0.0309], [1.6192, 6.9299, 1.6162], [0.2624, 5.1609, 2.7281], [2.4732, 2.1697, 0.6214], [3.8304, 3.9116, -0.4502], [-1.2046, 3.6579, 0.4865], [-2.4542, 2.7310, 1.3154], [5.6238, -0.3134, 3.9359], [4.0016, 0.4071, 3.7088], [4.1511, 2.1569, 3.6169], [2.9744, -0.0596, 5.0686], [3.4730, -0.1386, 2.4528], [3.2517, -0.6661, 1.4582], [1.7100, 7.5151, -2.6414], [1.8102, 5.7670, -2.6606], [0.9723, 5.0309, -1.8443], [1.0813, 3.6470, -1.8496], [1.9937, 3.0065, -2.6748], [2.8108, 3.7714, -3.5012], [2.7347, 5.1552, -3.4930], [2.1412, 1.4950, -2.6953], [2.7560, 0.9887, -3.6319], [1.6592, 0.8478, -1.6982], [0.2513, 5.5286, -1.2094], [0.4432, 3.0539, -1.2139], [3.5082, 3.2565, -4.1485], [3.3757, 5.7571, -4.1232]], "forces_ev_per_angstrom": [[-0.098, 0.002, 0.116], [0.016, 0.041, 0.007], [-0.030, 0.001, 0.051], [-0.009, 0.015, -0.036], [0.027, -0.012, -0.017], [-0.003, -0.035, 0.043], [-0.032, 0.023, 0.038], [0.025, 0.007, -0.025], [0.035, -0.038, -0.100], [-0.023, -0.007, 0.038], [0.033, 0.024, -0.015], [-0.050, -0.071, -0.024], [0.078, -0.041, 0.088], [-0.088, 0.207, -0.009], [-0.064, 0.025, -0.021], [0.058, 0.078, -0.024], [-0.002, -0.018, 0.008], [-0.003, 0.029, -0.013], [-0.004, -0.015, 0.034], [0.012, 0.010, -0.012], [-0.058, -0.142, 0.024], [0.002, -0.004, 0.001], [-0.009, 0.002, 0.000], [-0.002, -0.013, -0.004], [-0.005, -0.010, -0.002], [-0.003, -0.012, -0.003], [0.008, 0.031, 0.004], [0.001, 0.004, -0.006], [-0.008, -0.024, 0.003], [0.004, -0.029, 0.020], [-0.004, 0.008, -0.015], [0.002, 0.003, -0.003], [0.006, 0.010, -0.005], [0.008, -0.010, -0.007], [-0.003, 0.009, -0.003], [-0.017, 0.003, 0.004], [0.129, -0.061, 0.051], [0.172, 0.010, 0.099], [-0.003, 0.014, 0.009], [0.025, -0.011, 0.010], [-0.024, 0.012, -0.124], [0.147, 0.038, 0.180], [0.177, 0.030, 0.263], [0.114, -0.075, 0.110], [-0.019, -0.003, -0.018], [-0.004, -0.002, -0.004], [0.022, 0.016, -0.123], [0.075, -0.080, 0.040], [-0.063, 0.074, -0.024], [0.024, -0.022, -0.016], [0.117, -0.079, -0.201], [-0.008, 0.007, -0.012], [0.259, -0.009, 0.380], [0.019, -0.020, 0.047], [0.007, 0.004, 0.007], [-0.012, 0.007, -0.008], [-0.021, -0.011, -0.008], [-0.006, 0.013, 0.000], [-0.031, 0.016, 0.001], [-0.008, -0.006, 0.003], [-0.023, 0.018, 0.001], [-0.090, -0.009, 0.003], [-0.021, 0.027, -0.031], [-0.018, 0.005, -0.021], [0.327, -0.092, -0.017], [-0.086, 0.074, 0.057], [-0.279, 0.044, -0.247], [-0.208, -0.041, -0.147], [-0.172, -0.008, -0.191], [-0.175, 0.006, -0.288], [-0.067, 0.013, -0.029], [0.028, 0.018, 0.013], [0.013, -0.023, 0.006], [0.181, -0.094, -0.021], [-0.113, 0.004, -0.012], [-0.165, 0.202, 0.123], [0.022, -0.003, 0.004], [-0.043, -0.050, 0.010], [-0.005, -0.005, -0.003], [0.003, 0.000, -0.005]], "lowdin_charge": [1.35, -0.04, -0.32, -0.02, -0.05, -0.01, -0.22, 0.11, -0.21, -0.01, -0.05, -0.01, -0.21, 0.12, -0.23, -0.02, -0.05, -0.04, -0.33, -0.03, 0.14, 0.08, 0.06, 0.07, 0.11, 0.10, 0.10, 0.10, 0.11, 0.10, 0.11, 0.11, 0.10, 0.08, 0.08, 0.04, -0.07, -0.28, -0.04, -0.05, -0.28, -0.09, -0.05, 0.51, -0.32, -0.39, -0.33, -0.19, -0.64, 0.04, -0.22, 0.07, 0.01, 0.08, 0.11, 0.11, 0.10, 0.13, 0.12, 0.12, 0.59, -1.59, 0.66, 0.63, -0.42, 0.22, 0.66, -0.67, -0.09, -0.02, -0.12, -0.02, -0.11, -0.59, 0.02, -0.25, 0.11, 0.09, 0.11, 0.10], "gap_ev": 7.76, "multiplicity": 1, "e_lumo_ev": 2.24, "total_charge": -1}